{
  "formula": "C56H40N2O8",
  "method": "wB97M-V/def2-TZVPD",
  "symbols": ["O", "O", "O", "O", "O", "O", "O", "O", "N", "N", "C", "C", "C", "C", "C", "C", "C", "C", "C", "C", "C", "C", "C", "C", "C", "C", "C", "C", "C", "C", "C", "C", "C", "C", "C", "C", "C", "C", "C", "C", "C", "C", "C", "C", "C", "C", "C", "C", "C", "C", "C", "C", "C", "C", "C", "C", "C", "C", "C", "C", "C", "C", "C", "C", "C", "C", "H", "H", "H", "H", "H", "H", "H", "H", "H", "H", "H", "H", "H", "H", "H", "H", "H", "H", "H", "H", "H", "H", "H", "H", "H", "H", "H", "H", "H", "H", "H", "H", "H", "H", "H", "H", "H", "H", "H", "H"],
  "coordinates": [[1.747947, -0.173158, -4.454142], [0.013591, 0.974156, 4.779667], [6.516493, -3.601710, 5.745994], [6.042133, 0.616784, 2.507536], [-0.953920, 0.234673, 2.634354], [-3.953230, -4.996654, -7.304637], [4.253147, 3.210637, -1.170514], [-2.091813, -0.188726, -5.916377], [-6.557655, 1.257759, 2.337218], [-8.666827, 0.638618, 4.852808], [3.161485, 1.690628, -4.245143], [-6.562056, 1.997431, 3.645153], [1.071276, -0.554101, -0.335134], [1.757001, 0.304104, 0.524018], [3.001436, -0.071763, 5.305783], [6.393428, -2.649922, 4.984955], [-5.782684, -0.380128, -7.887880], [3.793312, 2.590832, -3.388079], [-2.284724, -3.772703, -6.194603], [-6.424272, 3.861939, 6.426815], [3.328826, 1.809969, -5.630951], [9.316184, -1.936430, 1.952847], [1.248560, -0.448744, -1.716361], [4.108420, 2.842940, -6.153343], [-8.654140, -0.087574, 3.537358], [-7.645002, 0.221379, 2.299836], [3.653707, 2.452976, -1.924711], [-3.540175, -3.895670, -6.961937], [4.720329, 3.757983, -5.297031], [2.108084, 0.525179, -2.241277], [-1.587960, -4.927107, -5.814188], [-3.823065, -1.420084, -6.916241], [-5.420522, 3.197064, 3.827570], [2.300466, 0.620189, -3.702113], [-0.581334, -2.410300, -5.145183], [2.777616, 1.395668, -1.382568], [4.569206, 3.630292, -3.915320], [-6.243732, -1.631295, -8.296565], [-7.606342, 1.703424, 4.856686], [-1.788066, -2.516711, -5.849321], [-5.348561, 4.124084, 5.216923], [5.103814, -0.648558, 4.249588], [-0.706490, 1.565779, 2.054232], [-4.312303, 3.592564, 2.658544], [-4.570916, -0.271791, -7.203665], [9.468108, -3.008435, 2.831897], [7.275868, -1.294511, 3.088959], [0.113561, -3.561810, -4.772373], [3.998044, 0.203786, 4.368399], [7.414727, -2.380598, 3.952246], [2.609540, 1.278876, 0.003594], [-3.361361, 2.336494, 2.190945], [3.105029, -1.195921, 6.124571], [8.225197, -1.075619, 2.083308], [-0.930109, 0.270212, 4.105273], [-2.052141, -0.509370, 5.036688], [5.218142, -1.761395, 5.081409], [-5.503857, -2.778249, -8.005413], [-0.392798, -4.819282, -5.099851], [6.134721, -0.368428, 3.230709], [-2.533781, -1.294123, -6.207848], [8.519801, -3.233115, 3.830857], [4.213454, -2.038701, 6.017650], [-1.778890, 2.725233, 2.542857], [-4.296101, -2.673314, -7.303257], [-7.508505, 2.648258, 6.227831], [2.141691, 0.588921, 5.393827], [5.054115, 4.345288, -3.252718], [3.907941, 1.080550, 3.729220], [-6.384516, 4.537137, 7.405710], [-4.833128, 4.119356, 1.722197], [-2.148878, -1.597583, 4.601284], [0.143906, -5.717092, -4.800921], [0.711870, -1.124788, -2.380088], [8.115871, -0.237749, 1.396708], [4.288235, -2.912580, 6.662902], [-9.460931, -0.947429, 3.383612], [-3.686997, 1.294391, 2.614631], [3.137781, 1.948537, 0.680276], [-8.265288, 2.454868, 7.130312], [-0.182390, -1.432121, -4.881758], [1.624684, 0.217548, 1.600315], [-3.408156, 2.318236, 0.998417], [4.233686, 2.936953, -7.229815], [-7.183582, -1.714878, -8.837878], [-1.434648, 3.725505, 1.990944], [-3.073335, 0.095364, 4.940859], [-1.747133, -0.484474, 6.170510], [-7.762845, -0.421076, 1.310521], [0.420054, 1.902142, 2.257333], [-1.641459, 2.960032, 3.701459], [2.849703, 1.102720, -6.305694], [-1.974802, -5.912601, -6.068669], [10.048576, -1.768798, 1.166283], [10.323225, -3.673955, 2.736072], [-4.214695, 0.708792, -6.892281], [2.323509, -1.416020, 6.848625], [-4.563016, 4.997047, 5.332698], [-6.365628, 0.512500, -8.103690], [-5.872715, -3.752050, -8.322734], [8.642035, -4.075133, 4.509903], [-0.766075, 1.426858, 0.871797], [-3.581127, 4.426064, 3.097693], [1.048243, -3.477319, -4.222239], [0.399364, -1.307640, 0.070063], [5.317537, 4.570570, -5.704740]],
  "forces_ev_per_a": [[0.324, 0.381, 0.387], [-5.731, -4.096, -4.644], [-0.050, 0.523, -0.437], [0.054, -0.618, 0.425], [-0.572, 1.032, 3.732], [0.209, 0.628, 0.184], [-0.425, -0.489, -0.513], [-0.322, -0.686, -0.186], [-4.784, -1.980, 4.292], [3.844, 0.573, -5.936], [0.247, 0.279, -0.508], [0.256, 0.544, 0.396], [0.130, 0.067, -0.383], [0.332, 0.138, -0.267], [0.232, 0.110, -0.150], [0.098, -1.092, 0.912], [0.340, -0.090, 0.169], [0.215, 0.298, -0.524], [0.474, -0.296, 0.298], [-0.725, -3.167, -3.515], [0.165, 0.233, -0.117], [-0.324, 0.168, 0.135], [-0.039, -0.019, 0.351], [-0.178, -0.222, 0.231], [1.565, 2.210, 0.896], [0.909, 2.012, 2.489], [0.778, 0.986, 0.983], [-0.443, -1.318, -0.386], [-0.108, -0.143, 0.345], [-0.300, -0.275, 0.482], [0.286, 0.004, 0.167], [-0.554, 0.238, -0.256], [-0.857, 1.377, 3.074], [-0.601, -0.840, -0.807], [0.092, -0.151, 0.113], [-0.279, -0.290, 0.519], [0.054, 0.052, -0.322], [0.259, -0.233, 0.127], [0.577, 0.924, 0.721], [0.517, -0.320, 0.288], [-2.867, -3.286, -1.307], [-0.549, 0.180, 0.243], [0.720, 1.656, -1.015], [-0.251, 0.181, 0.524], [-0.303, 0.004, -0.168], [-0.299, 0.026, 0.214], [0.539, -0.211, -0.293], [-0.276, 0.216, -0.139], [-0.197, -0.151, 0.214], [0.558, -0.157, -0.301], [-0.202, -0.217, 0.115], [0.874, 1.006, -1.180], [0.423, -0.192, -0.143], [0.276, -0.193, -0.062], [4.186, 3.273, 3.201], [0.060, 0.378, -1.335], [-0.552, 0.118, 0.262], [-0.172, 0.269, -0.054], [-0.341, 0.092, -0.206], [-0.155, 1.220, -0.878], [0.620, 1.366, 0.407], [0.206, 0.056, -0.238], [-0.298, 0.186, 0.045], [0.379, -0.258, 0.173], [-0.516, 0.295, -0.274], [2.437, 1.828, -1.034], [0.193, -0.167, -0.061], [-0.179, -0.285, -0.018], [0.177, -0.250, 0.084], [-0.237, -1.802, -2.372], [0.917, -1.443, 2.104], [-0.073, 2.175, 1.046], [-0.117, 0.152, -0.074], [0.202, 0.232, 0.031], [-0.121, -0.148, 0.272], [0.162, 0.186, -0.233], [1.947, 2.121, 0.517], [0.652, 2.165, -0.756], [-0.021, -0.087, -0.305], [1.792, 0.311, -2.418], [-0.170, -0.186, -0.155], [0.081, -0.053, -0.225], [-0.004, -0.329, 2.621], [-0.039, -0.036, 0.202], [0.180, -0.005, 0.101], [-0.959, -2.186, 1.010], [2.164, -1.439, -0.038], [-0.237, -0.061, -2.577], [0.404, 1.618, 2.343], [-2.630, -0.633, -0.125], [-0.317, -0.715, -2.401], [0.028, 0.102, 0.308], [-0.037, 0.333, -0.037], [-0.143, -0.010, 0.148], [-0.168, 0.114, 0.035], [0.073, -0.327, -0.021], [0.155, 0.041, -0.127], [-1.730, -2.106, -0.462], [0.127, -0.156, 0.041], [0.234, 0.161, 0.168], [-0.196, 0.249, -0.093], [-0.128, 0.095, 2.690], [-1.799, -1.799, -0.668], [-0.158, 0.041, -0.115], [0.115, 0.139, -0.072], [-0.102, -0.152, 0.096]],
  "lowdin_charge": [0.09, -0.07, 0.09, 0.09, -0.11, 0.09, 0.10, 0.10, 0.04, 0.03, -0.08, -0.11, -0.05, -0.08, -0.05, -0.28, -0.06, -0.09, -0.09, -0.07, 0.01, -0.06, 0.01, -0.06, -0.08, -0.07, -0.28, -0.28, -0.06, -0.08, 0.00, -0.09, -0.07, -0.27, 0.01, -0.08, 0.01, -0.06, -0.15, -0.08, -0.03, -0.09, -0.20, -0.20, 0.00, -0.06, -0.09, -0.05, 0.01, -0.09, 0.02, -0.20, -0.05, 0.01, -0.27, -0.01, -0.09, 0.00, -0.06, -0.28, -0.28, 0.00, 0.01, -0.17, -0.09, -0.02, 0.08, 0.12, 0.12, 0.09, 0.13, 0.10, 0.11, 0.11, 0.12, 0.12, 0.11, 0.10, 0.12, 0.10, 0.09, 0.10, 0.12, 0.11, 0.11, 0.13, 0.10, 0.10, 0.11, 0.13, 0.12, 0.12, 0.12, 0.11, 0.11, 0.12, 0.11, 0.09, 0.11, 0.12, 0.12, 0.15, 0.11, 0.11, 0.11, 0.11],
  "energy_ev": -78068.740,
  "gap_ev": 6.99
}

---

{
  "formula": "C56H40N6O2Sn",
  "method": "wB97M-V/def2-TZVPD",
  "symbols": ["Sn", "O", "O", "N", "N", "N", "N", "N", "N", "C", "C", "C", "C", "C", "C", "C", "C", "C", "C", "C", "C", "C", "C", "C", "C", "C", "C", "C", "C", "C", "C", "C", "C", "C", "C", "C", "C", "C", "C", "C", "C", "C", "C", "C", "C", "C", "C", "C", "C", "C", "C", "C", "C", "C", "C", "C", "C", "C", "C", "C", "C", "C", "C", "C", "C", "H", "H", "H", "H", "H", "H", "H", "H", "H", "H", "H", "H", "H", "H", "H", "H", "H", "H", "H", "H", "H", "H", "H", "H", "H", "H", "H", "H", "H", "H", "H", "H", "H", "H", "H", "H", "H", "H", "H", "H"],
  "coordinates": [[-0.791789, -0.613747, 0.397440], [3.779061, 3.142004, -3.850574], [-1.685225, 6.145021, 1.253183], [-0.125790, -2.641194, 0.929760], [-1.738791, -1.705235, -1.464822], [-0.028441, 0.881389, -1.495491], [-1.876348, 1.265058, 0.653117], [1.134380, 0.078148, 1.557738], [0.685370, -0.336868, -1.217645], [-3.235019, 2.856055, 1.838540], [-0.309757, -4.104269, 2.674791], [-1.205497, -4.115054, -0.851730], [2.040014, 2.323389, 0.770745], [4.889940, 5.277138, 2.037775], [1.671604, 0.376316, 3.805931], [1.950001, 2.638019, -1.806833], [-0.798178, -4.717516, 1.567861], [-5.436474, 2.032815, -4.803288], [-3.205145, 2.399425, -3.883446], [3.904001, 5.611740, 1.130652], [-1.895266, -2.002054, -3.738484], [-0.702150, -3.823846, 0.474022], [-1.643064, -3.245232, -3.175527], [-1.114613, 2.303368, 0.163287], [-3.084601, 1.024986, -3.585926], [-1.888974, -1.053419, -2.701638], [-1.471606, -3.056323, -1.770795], [1.372614, 2.338330, -0.434973], [-0.250985, -6.336453, -1.526730], [5.119855, 3.907453, 2.304376], [1.369184, -3.547795, 7.176454], [1.228167, -2.471448, 4.566366], [0.163003, -2.801987, 2.291241], [-1.385376, -5.561093, -1.287188], [1.095104, 2.714846, -3.042410], [0.075285, 1.867292, -0.540092], [-4.334632, 2.851991, -4.532088], [1.947413, 1.576174, 3.160516], [1.660771, 1.389789, 1.770233], [2.101307, -3.569858, 4.863240], [-2.436375, 3.908039, 1.328158], [2.998239, 1.614373, -2.182943], [-1.904974, 0.413513, -2.928657], [0.501153, -2.463798, 6.905610], [3.097313, 4.631036, 0.534760], [0.470623, -1.960173, 5.608856], [0.910136, -1.953186, 3.164899], [1.152632, -0.568769, 2.831313], [-5.408055, 0.726636, -4.405774], [-1.397839, 3.636378, 0.450944], [-0.696218, 1.163349, -2.693263], [2.968201, 0.314809, -1.923615], [3.132121, 3.308592, 0.997289], [-4.234537, 0.212654, -3.817631], [-2.727722, -7.422597, -2.033695], [-0.104745, 2.194822, -3.401364], [-2.614166, -6.142326, -1.537186], [1.920909, -0.558121, -1.535697], [4.216279, 2.969306, 1.851501], [2.225409, -4.034641, 6.162666], [-0.345898, -7.627813, -2.015605], [-1.587910, -8.158573, -2.320774], [-2.696439, 5.261247, 1.800214], [-2.941845, 1.552988, 1.485179], [4.220260, 2.276926, -2.807812], [-0.153912, -1.081203, 5.406659], [-4.338505, 3.884280, -4.743545], [1.837122, 0.203608, 4.873882], [3.870322, -0.259441, -2.065354], [0.700629, -5.871408, -1.266553], [-0.377167, -4.471555, 3.687129], [-3.716298, -7.811409, -2.277201], [-4.215735, -0.830688, -3.520550], [1.409485, -4.039115, 8.127096], [2.406279, 2.450718, 3.514960], [-1.135421, -5.737186, 1.524211], [0.577711, -8.138676, -2.318777], [-1.778453, -9.104309, -2.801571], [5.975278, 3.568510, 2.900415], [-1.937534, 7.021528, 1.553236], [-6.309079, 2.490970, -5.177033], [4.555379, 3.640426, -4.085810], [1.655233, 3.241622, -3.803903], [5.491314, 6.033257, 2.519916], [2.400151, 4.931057, -0.261138], [-1.948442, -1.784981, -4.795759], [2.962120, -4.776316, 6.407924], [3.731860, 6.656143, 0.787163], [-6.199553, 0.025585, -4.538722], [-2.452749, 3.130201, -3.656993], [2.420903, 3.620182, -1.689489], [-1.638486, -4.234444, -3.632278], [-3.508763, -5.542661, -1.350838], [-0.755984, 4.421273, 0.130343], [-3.731229, 5.567153, 1.528546], [-2.717441, 5.219388, 2.899373], [-4.101045, 3.082006, 2.428609], [-0.536934, 2.511263, -4.348388], [-0.124540, -1.914636, 7.639058], [4.827767, 1.428404, -3.197923], [4.232805, 1.974375, 2.214058], [2.096882, -1.669498, -1.601352], [4.813209, 2.864556, -2.049876], [2.516899, -4.016325, 3.982094], [-3.499987, 0.725323, 1.863426]],
  "forces_ev_per_a": [[0.374, -2.000, 0.276], [0.266, -0.405, 0.355], [-1.226, -0.374, 0.838], [0.765, -0.143, 0.591], [1.042, 0.596, -1.930], [1.197, -1.287, -0.140], [-2.064, 3.459, 0.942], [0.615, 1.417, 1.551], [-0.391, -0.156, -1.135], [0.503, -0.350, -0.869], [-0.226, 0.053, 0.218], [0.625, 1.358, 1.439], [0.010, 1.265, -1.712], [0.386, -0.950, 0.037], [0.285, 0.796, -0.112], [0.450, -0.518, 0.173], [0.255, -0.671, 0.443], [0.826, 0.818, 0.548], [-0.249, -0.869, -0.421], [-0.478, 0.469, -1.120], [0.371, -0.551, -0.130], [-0.745, -0.422, -1.338], [-0.146, -0.026, 0.525], [0.332, -1.721, 0.710], [-0.393, -0.928, -0.159], [-0.042, -0.903, 2.508], [-1.021, -0.081, -0.401], [-0.417, 0.290, -0.117], [0.237, 0.550, 0.731], [0.012, 0.651, 0.211], [-0.006, 0.825, -0.921], [-0.274, -0.866, -0.100], [0.555, -0.893, -0.262], [0.700, 0.541, 0.135], [-0.537, 0.535, -0.619], [-0.922, 0.092, 0.334], [-0.083, -0.796, 0.462], [-0.770, -2.581, -0.590], [-1.029, -2.448, 1.070], [-1.439, 1.706, -0.767], [0.210, -1.535, -0.493], [0.709, 2.323, 0.281], [1.598, 1.756, -0.403], [0.553, -0.335, 0.077], [-0.208, 0.101, 0.143], [-0.205, 0.927, 0.194], [-0.543, 1.323, -1.273], [0.921, 0.036, 0.717], [1.760, -0.930, 0.686], [-0.747, -0.435, 1.192], [-3.946, -3.203, 1.144], [0.581, -0.827, -0.831], [0.831, -0.227, 1.006], [0.203, 0.806, -0.245], [-0.161, -0.013, -0.249], [1.226, 1.908, -0.861], [-0.959, 1.030, 0.285], [-1.684, -1.014, 0.197], [-0.837, 0.859, -0.714], [-0.976, 0.535, 0.185], [0.719, -0.142, -0.866], [-0.697, 0.085, 0.125], [-0.186, 1.311, -0.071], [1.463, 0.912, -1.505], [0.457, -1.131, 0.591], [0.087, -0.467, 0.041], [-0.383, 1.077, -0.423], [-0.143, -0.109, -0.584], [0.346, 0.083, -0.514], [-0.026, -0.325, -0.300], [0.307, -0.080, -0.019], [0.260, 0.003, 0.141], [0.057, 0.143, -0.062], [0.010, 0.117, 0.524], [0.301, 0.855, 0.760], [-0.353, -0.074, -0.096], [-0.467, 0.026, 0.392], [0.590, -0.312, 0.017], [-0.425, 0.335, -0.055], [0.208, 0.222, -0.086], [-0.900, 0.271, -0.660], [0.278, 0.457, -0.388], [-0.480, 0.360, -0.040], [0.115, 0.069, -0.099], [0.077, -0.051, 0.721], [-0.173, 0.089, 0.078], [0.009, -0.428, -0.008], [0.317, -0.795, 0.519], [-0.718, -0.088, -0.164], [0.341, -0.038, 0.200], [0.322, -0.288, -0.591], [0.144, 0.445, -0.108], [0.179, -0.212, -0.096], [0.340, 0.336, -0.421], [0.556, 0.036, -0.188], [0.414, 0.325, -0.086], [-0.165, -0.019, 0.467], [0.220, -0.205, 0.030], [0.519, -0.951, -0.240], [0.056, 0.775, 0.052], [0.412, -0.876, 0.133], [0.362, 1.198, 0.942], [-0.600, -0.610, -0.481], [0.830, -0.365, 0.030], [-0.254, -0.529, 0.097]],
  "lowdin_charge": [1.41, -0.06, -0.05, -0.05, 0.01, -0.14, -0.06, 0.00, 0.00, -0.02, -0.02, -0.02, -0.09, -0.10, -0.01, -0.18, -0.03, -0.10, -0.04, -0.09, -0.05, -0.25, -0.01, -0.17, -0.15, -0.25, -0.25, -0.11, -0.03, -0.08, -0.08, -0.19, -0.25, -0.20, 0.02, -0.25, -0.08, -0.02, -0.21, -0.03, -0.19, -0.13, -0.03, -0.07, -0.04, -0.08, -0.06, -0.22, -0.08, 0.08, -0.15, -0.01, -0.15, -0.01, -0.09, -0.02, -0.04, -0.05, -0.05, -0.08, -0.08, -0.09, -0.20, -0.09, -0.18, 0.12, 0.09, 0.10, 0.11, 0.12, 0.11, 0.11, 0.10, 0.09, 0.09, 0.11, 0.11, 0.10, 0.11, 0.09, 0.09, 0.09, 0.10, 0.09, 0.11, 0.11, 0.09, 0.11, 0.09, 0.10, 0.13, 0.11, 0.13, 0.12, 0.14, 0.13, 0.11, 0.12, 0.11, 0.12, 0.10, 0.15, 0.15, 0.11, 0.10],
  "energy_ev": -77578.591,
  "gap_ev": [4.27, 4.24]
}